1.
Entry from the Open Molecules 2025 dataset: 2 unconnected molecules or ions with the total composition C5H11N (ωB97M-V/def2-TZVPD).

Geometry as XYZ:
```
17
C5H11N ωB97M-V/def2-TZVPD
C -0.045 -0.993 -2.004
C 0.168 -1.289 -0.553
N 0.828 -0.492 0.219
C 1.715 0.655 0.130
C 1.325 -0.043 1.382
C -1.842 1.136 1.308
H -1.113 -0.908 -2.241
H 0.439 -0.049 -2.277
H 0.368 -1.780 -2.646
H -1.676 0.662 0.336
H -0.271 -2.167 -0.087
H 2.632 0.452 -0.436
H 1.250 1.617 -0.102
H 1.900 -0.650 2.067
H -0.918 1.617 1.638
H -2.107 0.365 2.035
H -2.651 1.866 1.230
```

Results
calculated total energy	-251.718185	a.u.
net charge	0
relative energy (zero: lowest compared OMol25 entry of this formula, charge and spin)	379.0	kJ/mol
E_HOMO	-7.05	eV
LUMO	1.04	eV

=====

2.
Entry from the Open Molecules 2025 dataset: a single C5H11N molecule at a distorted geometry (ωB97M-V/def2-TZVPD).

Geometry as XYZ:
```
17
C5H11N ωB97M-V/def2-TZVPD
C 1.784 -0.815 -0.216
C 0.447 -0.400 0.309
C 0.070 -0.955 1.677
C -0.390 0.432 -0.340
C -1.787 0.745 0.113
N -0.077 1.007 -1.579
H 2.689 -0.642 0.364
H 1.963 -0.453 -1.223
H 1.688 -1.916 -0.219
H -0.950 -1.316 1.726
H 0.310 -0.208 2.430
H 0.573 -1.902 1.893
H -2.538 0.484 -0.643
H -2.070 0.264 1.040
H -1.823 1.835 0.177
H 0.867 1.254 -1.750
H -0.842 1.315 -2.170
```

Results
calculated total energy	-251.838088	a.u.
net charge	0
relative energy (zero: lowest compared OMol25 entry of this formula, charge and spin)	64.2	kJ/mol
E_HOMO	-7.43	eV
SMILES	CC(C)=C(C)N
LUMO	1.08	eV

=====

3.
Entry from the Open Molecules 2025 dataset: a single C5H11N molecule (ωB97M-V/def2-TZVPD).

Geometry as XYZ:
```
17
C5H11N ωB97M-V/def2-TZVPD
C -2.043 0.737 -0.937
C -1.335 0.352 0.359
N -0.048 -0.138 -0.028
C 0.448 -1.432 -0.338
C 1.090 -0.550 0.712
C 2.240 0.403 0.475
H -2.938 1.345 -0.784
H -1.330 1.297 -1.549
H -2.321 -0.161 -1.498
H -1.119 1.238 0.968
H -1.947 -0.332 0.969
H -0.083 -2.325 0.017
H 0.881 -1.531 -1.331
H 0.995 -0.945 1.734
H 3.234 -0.011 0.648
H 2.101 1.272 1.132
H 2.173 0.780 -0.551
```

Results
calculated total energy	-251.804412	a.u.
net charge	0
relative energy (zero: lowest compared OMol25 entry of this formula, charge and spin)	152.6	kJ/mol
E_HOMO	-8.59	eV
SMILES	CCN1C[C@H]1C
LUMO	1.19	eV

=====

4.
Entry from the Open Molecules 2025 dataset: 2 unconnected molecules or ions with the total composition C5H11N at a distorted geometry (ωB97M-V/def2-TZVPD).

Geometry as XYZ:
```
17
C5H11N ωB97M-V/def2-TZVPD
C 1.547 -0.543 0.078
C 0.498 -0.004 1.069
C -0.501 0.917 0.440
C -2.236 -0.821 -0.285
C -1.682 0.485 -0.055
N 2.394 0.570 -0.429
H 2.259 -1.177 0.607
H 1.098 -1.091 -0.751
H 0.945 0.370 1.980
H -0.023 -0.940 1.325
H -0.613 1.954 0.744
H 1.903 1.447 -0.329
H -3.241 -0.739 -0.685
H -1.535 -1.650 -0.405
H -2.393 1.265 -0.322
H -1.142 -0.428 -1.616
H 2.721 0.385 -1.365
```

Results
calculated total energy	-251.675001	a.u.
net charge	0
relative energy (zero: lowest compared OMol25 entry of this formula, charge and spin)	492.4	kJ/mol
E_HOMO	-7.81	eV
LUMO	-0.41	eV

=====

5.
Entry from the Open Molecules 2025 dataset: a single C5H11N molecule at a distorted geometry (ωB97M-V/def2-TZVPD).

Geometry as XYZ:
```
17
C5H11N ωB97M-V/def2-TZVPD
C 2.071 0.033 -0.008
N 0.714 -0.073 -0.534
C -0.024 1.137 -0.059
C -1.502 0.814 0.010
C -1.477 -0.774 -0.189
C -0.016 -1.124 0.088
H 2.417 0.923 -0.400
H 2.001 -0.101 1.090
H 2.742 -0.741 -0.445
H 0.361 1.286 0.991
H 0.244 1.982 -0.716
H -1.896 0.992 1.123
H -2.085 1.334 -0.819
H -2.418 -1.410 0.276
H -1.560 -1.000 -1.320
H 0.136 -1.251 1.268
H 0.291 -2.028 -0.356
```

Results
calculated total energy	-251.804378	a.u.
net charge	0
relative energy (zero: lowest compared OMol25 entry of this formula, charge and spin)	152.7	kJ/mol
E_HOMO	-8.89	eV
SMILES	CN1CCCC1
LUMO	1.22	eV

=====

6.
Entry from the Open Molecules 2025 dataset: 2 unconnected molecules or ions with the total composition C5H11N (ωB97M-V/def2-TZVPD).

Geometry as XYZ:
```
17
C5H11N ωB97M-V/def2-TZVPD
C 1.191 -0.766 2.249
C 0.787 1.514 0.059
N -0.186 0.677 -0.112
C -1.269 0.004 0.264
C -0.587 -0.446 -0.963
C -1.113 -0.187 -2.354
H 1.317 0.096 2.910
H 1.125 -1.682 2.838
H 2.043 -0.820 1.567
H 0.731 2.227 0.873
H 1.675 1.415 -0.551
H 0.258 -0.654 1.691
H -2.252 0.365 0.526
H 0.092 -1.304 -0.888
H -1.686 -1.075 -2.648
H -0.330 -0.034 -3.103
H -1.797 0.668 -2.357
```

Results
calculated total energy	-251.713954	a.u.
net charge	0
relative energy (zero: lowest compared OMol25 entry of this formula, charge and spin)	390.1	kJ/mol
E_HOMO	-7.21	eV
LUMO	1.06	eV

=====

7.
Entry from the Open Molecules 2025 dataset: a single C5H11N molecule (ωB97M-V/def2-TZVPD).

Geometry as XYZ:
```
17
C5H11N ωB97M-V/def2-TZVPD
C 2.381 -0.693 0.120
C 1.246 -0.098 -0.709
C -0.018 -0.030 0.117
C -0.590 1.204 0.707
N -1.193 0.588 -0.461
C -2.471 -0.097 -0.284
H 2.625 -0.050 0.975
H 2.058 -1.662 0.518
H 3.293 -0.853 -0.464
H 1.503 0.895 -1.100
H 1.044 -0.730 -1.584
H -0.187 -0.931 0.717
H -0.117 2.170 0.538
H -1.122 1.109 1.655
H -2.347 -1.107 0.135
H -2.967 -0.189 -1.256
H -3.137 0.473 0.376
```

Results
calculated total energy	-251.814307	a.u.
net charge	0
relative energy (zero: lowest compared OMol25 entry of this formula, charge and spin)	126.6	kJ/mol
E_HOMO	-8.99	eV
SMILES	CC[C@H]1CN1C
LUMO	1.21	eV

=====

8.
Entry from the Open Molecules 2025 dataset: a gas-phase ion, C5H11N2 (charge +1) (ωB97M-V/def2-TZVPD).

Geometry as XYZ:
```
18
C5H11N2 ωB97M-V/def2-TZVPD
C 3.327 -0.700 -1.163
N 2.090 -0.549 -1.362
C 1.185 -0.662 -0.300
C 0.499 0.395 0.141
C -0.490 0.297 1.281
C -1.950 0.532 0.875
N -2.132 0.242 -0.600
H 3.767 -0.878 -0.178
H 3.972 -0.638 -2.035
H 0.940 -1.672 0.017
H 0.746 1.400 -0.193
H -0.214 1.005 2.072
H -0.367 -0.657 1.798
H -2.609 -0.158 1.392
H -2.266 1.552 1.054
H -2.036 -0.767 -0.762
H -1.400 0.715 -1.137
H -3.060 0.543 -0.901
```

Results
calculated total energy	-306.330485	a.u.
net charge	+1
relative energy (zero: lowest compared OMol25 entry of this formula, charge and spin)	139.1	kJ/mol
E_HOMO	-12.65	eV
SMILES	C=N/C=C/CC[NH3+]
LUMO	-3.51	eV

=====

9.
Entry from the Open Molecules 2025 dataset: a gas-phase ion, C5H11N2 (charge +1) at a distorted geometry (ωB97M-V/def2-TZVPD).

Geometry as XYZ:
```
18
C5H11N2 ωB97M-V/def2-TZVPD
C -0.761 1.542 -0.794
N -0.525 0.397 -0.291
C -1.353 -0.697 0.085
C -2.786 -0.439 0.293
N 0.969 -0.126 -0.633
C 1.878 0.022 0.242
C 3.263 -0.389 0.157
H 0.040 2.257 -1.161
H -1.676 2.161 -0.719
H -1.012 -1.449 -0.636
H -0.990 -1.142 1.096
H -3.128 -0.052 -0.691
H -3.128 -1.359 0.387
H -3.138 0.246 1.073
H 1.485 0.510 1.089
H 3.566 -1.004 -0.570
H 3.860 0.504 -0.029
H 3.435 -0.980 1.104
```

Results
calculated total energy	-306.245576	a.u.
net charge	+1
relative energy (zero: lowest compared OMol25 entry of this formula, charge and spin)	362.1	kJ/mol
E_HOMO	-15.19	eV
SMILES	C=[N+](CC)/N=C/C
LUMO	-4.59	eV

=====

10.
Entry from the Open Molecules 2025 dataset: 2 unconnected molecules or ions with the total composition C5H11N2 at a distorted geometry (ωB97M-V/def2-TZVPD).

Geometry as XYZ:
```
18
C5H11N2 ωB97M-V/def2-TZVPD
C -0.073 -2.338 0.031
C 2.116 -0.119 0.027
C -0.626 -1.154 0.100
C -1.985 0.524 -0.892
C -0.816 0.810 1.333
N 2.869 0.757 -0.535
N -1.192 -0.018 0.233
H 0.982 -2.580 -0.319
H -0.647 -3.255 0.233
H 2.716 -0.985 0.335
H -3.129 0.502 -0.473
H -1.585 1.567 -0.879
H -1.886 -0.139 -1.762
H -1.184 0.478 2.272
H 0.175 0.763 1.565
H -1.023 1.814 1.226
H 3.830 0.505 -0.633
H 2.423 1.226 -1.375
```

Results
calculated total energy	-306.187417	a.u.
net charge	+1
relative energy (zero: lowest compared OMol25 entry of this formula, charge and spin)	514.8	kJ/mol
E_HOMO	-12.32	eV
LUMO	-3.70	eV

=====

11.
Entry from the Open Molecules 2025 dataset: a gas-phase ion, C5H11N2 (charge +1) at a distorted geometry (ωB97M-V/def2-TZVPD).

Geometry as XYZ:
```
18
C5H11N2 ωB97M-V/def2-TZVPD
C 0.150 -0.103 2.176
C -1.164 0.298 1.494
C -0.997 -0.016 0.000
C 0.974 1.133 -0.783
C 0.754 -1.382 -1.028
N 1.182 -0.380 1.635
N 0.362 -0.137 -0.352
H 0.174 -0.223 3.339
H -1.902 -0.194 1.914
H -1.268 1.299 1.567
H -1.435 -0.948 -0.090
H -1.663 0.685 -0.491
H 2.037 0.846 -1.025
H 0.594 1.316 -1.706
H 0.715 1.884 -0.153
H 1.854 -1.271 -1.189
H 0.487 -2.292 -0.440
H -0.005 -1.637 -1.892
```

Results
calculated total energy	-306.224338	a.u.
net charge	+1
relative energy (zero: lowest compared OMol25 entry of this formula, charge and spin)	417.8	kJ/mol
E_HOMO (spin up / spin down)	-14.64 / -14.57	eV
LUMO (spin up / spin down)	-5.89 / -6.00	eV

=====

12.
Entry from the Open Molecules 2025 dataset: a gas-phase ion, C5H11N2 (charge +1) at a distorted geometry (ωB97M-V/def2-TZVPD).

Geometry as XYZ:
```
18
C5H11N2 ωB97M-V/def2-TZVPD
N 1.356 0.722 1.605
C 0.506 0.056 0.949
C 0.771 -1.187 0.191
C 0.315 -0.966 -1.300
N -1.002 -0.379 -1.231
C -1.086 0.936 -0.681
C -0.848 0.538 0.891
H 2.358 0.603 1.734
H 1.074 1.595 2.151
H -0.006 -1.845 0.688
H 1.813 -1.539 0.088
H 1.098 -0.368 -1.943
H 0.382 -1.844 -1.857
H -1.386 -0.522 -2.160
H -2.214 1.203 -0.754
H -0.479 1.777 -1.038
H -0.972 1.426 1.552
H -1.678 -0.206 1.115
```

Results
calculated total energy	-306.345264	a.u.
net charge	+1
relative energy (zero: lowest compared OMol25 entry of this formula, charge and spin)	100.3	kJ/mol
E_HOMO	-13.31	eV
SMILES	[NH2+]=C1CCNCC1
LUMO	-4.08	eV

=====

13.
Entry from the Open Molecules 2025 dataset: a gas-phase ion, C5H11N2 (charge +1) at a distorted geometry (ωB97M-V/def2-TZVPD).

Geometry as XYZ:
```
18
C5H11N2 ωB97M-V/def2-TZVPD
C -1.019 2.167 -0.884
C -0.829 1.296 0.134
C -0.224 0.002 -0.066
N 0.639 -0.403 0.894
C 1.053 0.236 2.137
N -0.605 -0.766 -1.041
C 0.128 -2.009 -1.415
H -1.326 3.175 -0.775
H -0.586 1.973 -1.905
H -1.219 1.689 1.039
H 1.041 -1.343 0.654
H 0.708 -0.247 3.038
H 2.211 0.313 2.235
H 0.459 1.190 2.206
H -1.362 -0.337 -1.637
H -0.312 -2.868 -0.978
H 1.113 -1.904 -1.034
H 0.130 -2.163 -2.602
```

Results
calculated total energy	-306.342970	a.u.
net charge	+1
relative energy (zero: lowest compared OMol25 entry of this formula, charge and spin)	106.3	kJ/mol
E_HOMO	-14.51	eV
SMILES	C=C/C(NC)=[NH+]/C
LUMO	-3.83	eV